Below is a 2-piece molecular cluster, C4H9NO overall, with properties calculated with ωB97M-V/def2-TZVPD.

```
! wB97M-V def2-TZVPD RIJCOSX def2/J DEFGRID3
* xyz -1 2
C -0.3072 1.5800 -1.9182
C -0.5265 0.5976 -0.7999
C 0.1802 -0.5398 -0.5863
N 0.1059 -1.3580 0.4879
C -1.1062 -1.7501 0.9411
H -1.2184 1.9616 -2.3899
H 0.1935 2.4830 -1.5261
H 0.3341 1.1436 -2.6757
H -1.3871 0.8117 -0.1777
H 0.8414 -0.8171 -1.4286
H -2.0200 -1.2072 0.6820
H -1.1809 -2.4785 1.7419
H 2.7778 -0.2263 2.3875
H 1.2981 -0.0812 2.2962
O 2.0153 -0.1193 2.9657
*
```

The value obtained for the total energy is -7829.48863 eV. The frontier orbital gap (spin up / spin down) is 4.41 / 7.42 eV. For the relative energy (zero: lowest compared OMol25 entry of this formula, charge and spin), the calculation gives 0.457 eV. The value obtained for the lowest unoccupied orbital energy (spin up / spin down) is 4.3 / 4.2 eV.